C8H11N5O | wB97M-V/def2-TZVPD

XYZ file:
```
25
Properties=species:S:1:pos:R:3:forces:R:3
C -3.3781 -0.8218 0.3624 -1.6 1.9 -2.8
H -2.8137 -1.7530 0.6175 -1.3 0.4 -0.1
C -2.2623 0.1328 -0.5034 -7.2 -2.5 4.5
O -2.9251 1.2516 -0.8789 -3.6 1.6 -2.5
H -3.7888 0.9502 -1.4618 3.4 1.2 2.3
C -1.2503 0.2984 0.4378 3.7 4.8 2.9
N -0.3975 -0.8614 0.7244 8.6 16.3 -1.3
C 0.9812 -0.7475 0.0723 -4.5 -3.5 3.5
N 1.4576 -1.9530 -0.1388 3.2 -2.1 -1.0
C 2.8329 -2.1410 -0.3707 -3.5 11.1 0.8
N 3.6292 -0.9449 -0.4715 1.1 -12.2 -1.6
C 3.1144 0.1737 -0.3387 -5.6 -4.9 2.8
N 3.9374 1.0684 -0.3592 1.9 14.0 1.9
C 3.0811 2.2505 0.1322 -1.8 -14.9 -3.9
N 1.7965 1.6722 0.2012 0.8 1.9 2.3
C 1.7972 0.2976 0.2480 3.4 3.7 -3.8
H 1.0517 2.0592 0.7029 -1.2 1.6 0.6
H 3.2631 3.1507 0.2683 1.8 8.2 1.2
H 3.2387 -2.9986 -0.6078 1.8 -4.4 -0.8
H -0.7610 -1.6040 0.6804 -6.2 -13.6 -1.2
H -0.7209 1.1919 -0.2158 0.1 -1.8 2.3
H -1.6627 0.8472 1.5160 1.0 -1.5 -3.1
H -2.0798 -0.3823 -1.3189 1.9 -3.1 -3.8
H -3.8725 -0.2268 1.3129 1.5 -1.6 -2.6
H -4.2683 -0.9101 -0.6107 2.3 -0.5 3.4
```
Forces are in eV/Å.

Values from the calculation:
- relative energy (zero: lowest compared OMol25 entry of this formula, charge and spin) (kJ/mol) = 946.54
- strongest force on any atom (eV Å⁻¹) = 18.5
- total charge = 0
- HOMO (eV) = -8.86
- SMILES string = C[C@@H](O)CNc1ncnc2nc[nH]c12

Atomic partial charges in e from the Löwdin method, atoms 1 to 2:
1 C -0.03
2 H 0.05